# 1
A 8-piece molecular cluster, C73H71F13N4O2S2 overall at a distorted geometry, computed with ωB97M-V with the def2-TZVPD basis set.

Summary:
SMILES ... C#Cc1c(CN)c2c(c(CCCCCOC(C)=O)c1NCCCC)N(N=C(C)C)c1c(F)c(S)cc(C(F)(F)C(F)(F)F)c1S2.Fc1ccccc1.Fc1ccccc1.Fc1ccccc1.Fc1ccccc1.Fc1ccccc1.Fc1ccccc1.Fc1ccccc1
DFT total energy ... -5288.31717 hartree

Cartesian coordinates (Å):
S -0.0380 3.4994 4.6940
S -4.8358 2.5287 0.7336
F -5.2889 1.3830 4.1608
F 0.0200 3.4108 1.6772
F -3.9366 -1.9192 0.9068
F 9.3243 -3.6823 -3.0885
F 4.9596 2.9613 -0.4401
F -8.6439 -6.7123 3.4871
F -6.1310 3.1555 3.1238
F -4.8189 4.6753 5.2494
F -6.5927 3.5065 5.5194
F 3.1488 -0.4219 -4.8632
F -1.5074 -6.2372 6.8960
F -4.7554 2.7180 6.2694
F 0.9156 6.4721 -3.6238
O 3.0219 -2.1061 2.2961
O 4.1288 -0.3624 1.4214
N -1.7879 -0.5761 -3.3459
N -1.9803 3.0540 -0.0535
N -6.2457 -1.0975 -0.3601
N -2.6166 4.3011 -0.5269
C -1.6868 -3.7631 3.0515
C -3.8252 -0.1101 -2.1486
C 5.5433 -3.0542 -4.2212
C -4.8140 -7.6141 6.4053
C -7.3648 -5.0641 2.3987
C 0.1158 -0.8543 -6.3985
C 10.1501 -5.7503 -2.3252
C -2.6095 1.9605 -0.7417
C -0.4476 5.1968 -1.3154
C 4.2683 -1.0524 -4.4471
C 2.9812 0.3334 0.8877
C 6.4098 -0.9673 -3.3981
C 5.2623 -0.3198 -3.8316
C 0.5689 0.5772 -1.4370
C -3.6288 -4.2323 1.1276
C 8.6241 3.0695 1.4010
C -2.1991 6.5784 0.0217
C -8.8067 -3.1120 3.7527
C 8.7995 -4.3543 -0.8948
C 1.1657 10.3631 -4.8976
C 3.8395 -1.2370 2.4025
C 1.9776 1.1897 -1.3042
C -2.6714 3.1016 4.0797
C 4.6467 -1.1126 3.6729
C 1.9575 8.0931 -4.9738
C 6.5530 -2.3346 -3.5949
C 2.9704 0.2215 -0.6248
C -1.2983 -0.6697 -5.8156
C 10.2547 -6.6864 -1.3069
C -9.0971 -4.4527 3.9612
C -0.4353 1.6419 -1.9321
C -4.4937 -1.1439 -2.8819
C -1.7800 5.2762 -0.6028
C -1.8847 1.2395 -1.6879
C 4.3885 -2.4125 -4.6472
C -3.5262 2.8442 1.8773
C -2.9787 -5.2997 1.7262
C 9.6282 -6.4631 -0.0881
C -1.2286 0.1406 -4.5027
C -1.1915 3.2544 2.2005
C 0.1190 8.6852 -3.5295
C -2.0096 -5.0642 2.6895
C -7.8040 -2.7462 2.8651
C -5.2685 3.4249 5.2693
C -2.2641 3.0450 1.3454
C -1.4045 3.2655 3.5620
C 6.1650 2.9973 0.1657
C 6.6367 1.8599 0.7890
C -5.5944 -6.6035 6.9495
C -4.9698 -1.8995 -3.6792
C -4.9920 -5.4698 7.4765
C -3.4323 -7.4909 6.3819
C 8.1291 4.2049 0.7732
C -5.1236 2.7049 3.8799
C -3.9388 1.6028 -0.5091
C 2.0365 9.4087 -5.4061
C -3.6103 -5.3453 7.4652
C 9.4252 -4.5979 -2.1006
C -2.4815 0.1895 -2.3968
C -2.8505 -6.3581 6.9151
C -6.0300 0.2478 -0.9635
C -2.3266 -2.6924 2.4455
C 8.8997 -5.2994 0.1158
C 6.8922 4.1705 0.1455
C -8.3681 -5.4080 3.2819
C 7.8787 1.8980 1.4062
C -3.2897 -2.9491 1.4954
C -4.5743 0.5879 -1.1924
C -3.7607 2.8857 3.2505
C -7.0863 -3.7222 2.1867
C 0.9976 7.7521 -4.0429
C 0.2099 10.0012 -3.9587
C 0.7639 0.4820 -6.7931
H -2.0871 -1.6690 2.7078
H 0.2355 0.2461 -0.4448
H -9.3638 -2.3523 4.2847
H 2.0362 -0.0395 1.2845
H 0.0494 1.1808 -7.2265
H 3.0530 1.3908 1.1618
H 3.9717 0.3721 -1.0309
H -0.1929 2.5446 -1.3835
H 9.7083 -7.1972 0.7026
H -0.2722 1.8534 -2.9872
H 1.6191 0.2748 -7.4338
H 6.4921 5.0421 -0.3558
H -1.7846 7.4163 -0.5452
H -5.5989 -4.6791 7.8968
H -0.1704 0.3200 -4.2910
H 4.3673 -0.2225 4.2371
H -7.5804 -1.6996 2.7017
H -0.6255 8.3821 -2.8047
H -1.7775 -1.6349 -5.6431
H 2.7792 9.6894 -6.1407
H 10.8255 -7.5914 -1.4653
H -5.5192 -2.5290 -4.3345
H -3.2311 -6.3129 1.4427
H -6.6720 -6.7003 6.9619
H -3.2868 6.6357 -0.0543
H 0.5962 2.3198 4.5403
H 2.6314 7.3359 -5.3519
H 0.5794 -0.3157 -2.0632
H 7.4482 -2.8366 -3.2611
H -2.7479 3.1518 5.1556
H -1.8871 6.6337 1.0638
H -0.5709 4.6002 -2.2179
H 2.3577 1.3151 -2.3224
H 2.6521 -0.7902 -0.8929
H 6.0360 0.9594 0.7891
H 8.7074 5.1190 0.7718
H -1.5050 -5.8963 3.1630
H -7.0802 -0.9905 0.2054
H -3.1224 -4.4721 7.8777
H 10.6240 -5.9084 -3.2849
H 1.9423 2.1505 -0.7860
H 7.1926 -0.4043 -2.9065
H -6.4802 0.9647 -0.2732
H 1.2326 11.3891 -5.2341
H -2.3256 -1.3824 -3.6289
H 4.4496 -1.9769 4.3012
H -6.8108 -5.8400 1.8864
H 1.1487 0.9417 -5.8788
H 8.4077 -5.1264 1.0635
H -1.8878 -0.0929 -6.5313
H 0.2805 4.6818 -0.6826
H 9.5909 3.0988 1.8861
H 8.2648 1.0114 1.8917
H 0.7219 -1.3964 -5.6712
H 5.6548 -4.1189 -4.3784
H -5.4781 -1.2527 0.2840
H -0.9375 -3.5844 3.8042
H 8.2427 -3.4370 -0.7528
H 5.1353 0.7467 -3.6936
H -6.3078 -3.4362 1.4930
H -9.8800 -4.7585 4.6428
H -0.0042 -1.4643 -7.2990
H -0.0976 6.1739 -1.6230
H 3.5874 -2.9578 -5.1292
H -1.6800 1.1331 -4.5983
H -6.5664 0.3521 -1.9102
H -0.4668 10.7445 -3.5591
H 5.7155 -1.1061 3.4533
H -2.8074 -8.2638 5.9540
H -4.3970 -4.3915 0.3810
H -5.2821 -8.4996 5.9968

---

# 2
C31H48Cl2N3NdO4Si as an isolated structure at a distorted geometry, computed with ωB97M-V with the def2-TZVPD basis set.

Summary:
Energy above the lowest of the compared OMol25 structures with the same formula, charge and spin ... 362.3 kJ/mol
Multiplicity ... 4
DFT total energy ... -3446.59470 hartree
⟨S²⟩ ... 3.753

Cartesian coordinates (Å):
Nd 1.5629 0.5581 2.2063
Cl 2.5645 -0.9893 4.0948
Cl -0.2526 -1.0073 1.3415
Si 0.1730 -3.3245 1.4562
O -0.6965 0.9759 3.3069
O -2.1773 -1.9906 -0.0502
O 3.9286 1.4448 1.9925
O 0.5106 2.3490 1.0404
N 0.1352 3.4266 -0.9207
N 5.9273 0.4687 1.3663
N -2.9331 0.4087 3.0733
C -4.3032 -2.1925 -1.0933
C -0.3466 4.6331 -0.2514
C -3.5106 2.2815 -1.0700
C -2.7496 1.6216 -3.2694
C -4.2514 -3.6948 -1.1183
C 1.9547 -3.3762 0.8348
C -3.3635 0.9496 -0.6423
C 6.6283 -0.7504 0.9458
C -2.6286 0.2980 -2.8353
C -2.9055 -1.5649 -1.0976
C 2.7495 0.2763 -0.9384
C -1.8462 1.1491 2.8069
C 0.3082 -3.6685 3.3264
C -3.1774 2.6244 -2.3864
C 0.3294 3.4821 -2.3651
C -0.9394 -4.4693 0.5915
C 4.7488 0.7946 -4.0012
C 6.7253 1.6778 1.5905
C -2.8548 -0.9223 3.6589
C 4.6248 0.4559 1.6187
C 4.8156 2.8123 -2.6175
C 3.9173 2.2295 -1.7299
C 2.1527 -0.2135 0.0365
C 3.8454 0.2108 -3.1192
C 3.4785 0.9061 -1.9560
C -6.7994 -2.1024 -0.7638
C -4.2668 0.8748 2.7220
C -5.4518 -1.4864 -0.9901
C -2.9077 -0.0433 -1.5088
C 5.2511 2.0775 -3.7328
C 0.4346 2.3440 -0.2282
H -2.4109 -2.0510 -1.9633
H 6.7650 2.2874 0.6756
H 0.1198 -4.7274 3.5978
H -4.9039 0.8169 3.6127
H 2.6370 -3.2802 1.6972
H 1.3409 -3.4331 3.6405
H -2.9001 -1.6969 2.8697
H 5.9768 2.5319 -4.4097
H -3.8760 3.0490 -0.3739
H -7.5797 -1.3299 -0.7956
H -0.0284 4.6106 0.7951
H 4.1419 -0.5245 1.4448
H -7.0430 -2.8804 -1.5074
H 3.5788 2.7512 -0.8314
H -0.3586 -3.0424 3.9391
H -3.6085 0.6406 0.3799
H 5.1585 3.8339 -2.4330
H -3.7419 -1.0309 4.2983
H -5.2242 -4.1098 -1.4094
H 1.0133 2.6769 -2.6632
H -0.6288 3.3701 -2.8892
H 6.2904 2.2863 2.3906
H 0.0749 5.5063 -0.7605
H 2.1883 -4.3413 0.3437
H -6.8638 -2.5464 0.2416
H -0.5148 -5.4775 0.6667
H -1.4433 4.7012 -0.3165
H 5.0558 0.2460 -4.8955
H -2.3241 -0.4844 -3.5413
H -2.0481 1.9410 2.0671
H -1.9283 -4.4356 1.0526
H -1.0132 -4.1749 -0.4557
H -3.2471 3.6579 -2.7249
H 2.1803 -2.5525 0.1433
H -3.5073 -4.0509 -1.8527
H 7.7419 1.3756 1.8670
H 3.4349 -0.7847 -3.2830
H 0.7712 4.4490 -2.6297
H -1.9246 -1.0339 4.2336
H -2.5139 1.8851 -4.3023
H 0.6601 1.4213 -0.7867
H -5.4593 -0.4095 -1.1440
H -3.9685 -4.1120 -0.1376
H 7.5043 -0.4755 0.3513
H -4.1942 1.9027 2.3576
H 6.9533 -1.3285 1.8229
H -4.7189 0.2451 1.9439
H 5.9814 -1.4068 0.3494

---

# 3
C14H21Cl2MoN5O2STe as an isolated structure, computed with ωB97M-V with the def2-TZVPD basis set.

Summary:
Energy above the lowest of the compared OMol25 structures with the same formula, charge and spin ... 37.8 kJ/mol
Total charge ... +2
DFT total energy ... -2624.58532 hartree

Cartesian coordinates (Å):
Te -1.5113 -0.5554 -2.8851
Mo 0.1248 0.0914 -1.0010
Cl 3.7132 -2.0631 -1.7008
Cl 1.1159 -2.1513 -0.3259
S -1.3589 0.1630 0.7080
O 3.8306 0.3275 0.6450
O 1.9200 0.5786 -0.4915
N -0.0734 2.2847 -1.1757
N -1.0260 -1.6694 2.7290
N -2.8691 -2.5856 -0.0448
N -2.1835 -2.4806 1.1627
N -1.3612 -2.9144 3.1495
C 0.3046 0.1062 -7.3611
C -2.0792 -3.4109 2.1891
C 2.9303 -0.1364 0.0308
C 1.1432 0.2568 -6.2649
C -1.0159 -0.2798 -7.1365
C -1.4990 -1.3817 1.5310
C 1.7082 0.1574 -3.8686
C -2.9575 -0.9087 -5.7058
C 0.8037 0.3286 -8.7562
C -0.6352 -0.3358 -4.7784
C 2.8713 -1.6463 -0.2353
C 0.7007 0.0326 -4.9677
C -2.7009 -4.7526 2.1643
C -1.5154 -0.5070 -5.8668
H 3.2846 -2.1999 0.6009
H -3.5334 -0.1512 -5.1698
H 0.9552 -0.6295 -9.2574
H -3.7826 -4.6770 2.0471
H 0.0136 2.6252 -2.1304
H 2.2796 1.0835 -3.9234
H 1.7504 0.8647 -8.7624
H 0.7126 2.6778 -0.6565
H -3.4207 -1.0371 -6.6811
H -0.4866 -1.0647 3.3333
H -3.8691 -2.5538 0.1294
H -1.6802 -0.4007 -7.9839
H 1.2301 0.1291 -2.8778
H -2.4833 -5.2526 3.1042
H 2.4081 -0.6774 -3.8744
H -0.9212 2.6988 -0.7963
H -2.6303 -3.4667 -0.4868
H 0.0796 0.8916 -9.3442
H -2.3035 -5.3556 1.3466
H -3.0603 -1.8546 -5.1703
H 2.1750 0.5495 -6.4222

---

# 4
C5H3F3IN3O2 as an isolated structure at a distorted geometry, computed with ωB97M-V with the def2-TZVPD basis set.

Summary:
DFT total energy ... -1104.19948 hartree

Cartesian coordinates (Å):
I -4.9330 0.4929 0.0076
F 1.6877 -2.0486 -1.0908
F 0.7835 -3.8934 -0.1252
F 1.4455 -2.0938 1.0155
O -4.3165 -3.0577 -0.0317
O -1.8439 -4.0935 0.0368
N -1.7207 -2.8511 0.0332
N -0.9091 -0.6709 0.0435
N -2.1289 -0.2333 0.0238
C -0.6152 -2.0469 -0.0550
C -0.0291 0.5013 0.2227
C 0.8325 -2.4775 -0.1021
C -3.5233 -2.2138 -0.0104
C -3.2480 -0.8667 0.0617
H -0.5018 1.3427 0.6932
H 0.8012 0.0484 0.8223
H 0.4972 0.7188 -0.7124

---

# 5
A 2-piece molecular cluster, C8H8NO5S overall at a distorted geometry, computed with ωB97M-V with the def2-TZVPD basis set.

Summary:
Energy above the lowest of the compared OMol25 structures with the same formula, charge and spin ... 361.3 kJ/mol
Total charge ... -1
DFT total energy ... -1138.70711 hartree

Cartesian coordinates (Å):
S 0.1558 -2.1729 -3.0024
O -0.1975 0.5025 -2.7270
O -1.2149 -2.7472 -2.4065
O -2.7860 -0.7456 1.0652
O -1.7032 -0.4171 -0.8580
O 0.9436 -3.3879 -3.2628
N 0.0637 0.0841 -1.5141
C -1.8417 -0.3298 0.3945
C -0.8079 0.5196 1.1260
C -0.5189 1.7450 0.6292
C 1.4475 1.9127 1.9681
C 0.5350 2.5360 1.1019
C -0.0810 -0.0093 2.2612
C 0.7789 -1.0957 -1.5050
C 1.1086 0.6820 2.5626
H 0.5899 -1.6505 -0.5791
H -1.6818 -1.8973 -2.1442
H 0.6869 3.3893 0.4903
H 2.4899 2.3685 2.0904
H 1.7969 0.3765 3.3054
H -0.4874 -0.8930 2.6974
H -1.1171 2.1575 -0.1980
H 1.8406 -0.9273 -1.4952

---

# 6
C17H15Cl3GeN6O2STi as an isolated structure, computed with ωB97M-V with the def2-TZVPD basis set.

Summary:
Energy above the lowest of the compared OMol25 structures with the same formula, charge and spin ... 9.7 kJ/mol
Multiplicity ... 2
Total charge ... -1
DFT total energy ... -5841.33114 hartree
⟨S²⟩ ... 0.764

Cartesian coordinates (Å):
Ge 4.1295 2.2343 3.1397
Ti 1.6217 0.8093 0.9057
Cl 6.1403 1.2397 3.2141
Cl 3.8354 2.0067 0.7464
Cl 2.8478 0.3319 3.4082
S 0.4209 2.5183 2.2484
O -1.9185 -0.7233 2.4396
O 2.2462 -1.1345 0.6090
N -2.9363 1.8352 0.4075
N -1.1747 3.0735 0.0816
N -2.0744 1.6779 1.4769
N 1.0782 1.1183 -0.6565
N 0.2009 -0.6875 1.4292
N -0.2343 3.8438 -0.6015
C -2.3812 2.6789 -0.4133
C 0.5737 -5.2476 1.9721
C -1.0163 -0.1033 -3.4154
C 0.7363 -2.9140 1.5335
C -2.9205 3.1241 -1.7207
C 1.1729 0.3883 -4.2624
C -0.6200 0.2844 -2.1461
C -0.9974 2.3902 1.2525
C 1.1655 -1.6113 1.1257
C -1.2770 -3.8013 2.6036
C 0.6889 0.7301 -1.9218
C -0.7087 -5.0542 2.5328
C -0.5496 -2.7175 2.1045
C 1.3010 -4.1904 1.4718
C -0.1260 -0.0526 -4.4814
C 1.5821 0.7779 -2.9973
C -0.8234 -1.3125 2.0242
H -1.3068 0.2453 -1.3090
H -0.4400 -0.3573 -5.4717
H -1.9477 0.2443 2.1316
H -2.2578 -3.6526 3.0370
H -1.2502 -5.9104 2.9154
H -2.9177 4.2112 -1.7980
H -2.3106 2.7292 -2.5353
H 0.9882 -6.2475 1.9385
H 0.5316 3.2078 -0.8311
H 0.1403 4.5122 0.0647
H -3.9364 2.7491 -1.8215
H 2.2835 -4.3368 1.0419
H -2.0306 -0.4509 -3.5717
H 1.8769 0.4266 -5.0851
H 2.5942 1.1171 -2.8162

---

# 7
C4H8OS2 in the gas phase at a distorted geometry, computed with ωB97M-V with the def2-TZVPD basis set.

Summary:
Energy above the lowest of the compared OMol25 structures with the same formula, charge and spin ... 162.2 kJ/mol
DFT total energy ... -1028.76128 hartree

Cartesian coordinates (Å):
S 1.1312 1.5103 0.3483
S 2.3608 -0.2133 0.1737
O 2.5513 -0.6504 -1.1972
C -0.1799 -0.8173 0.1220
C -1.4701 1.4472 -0.7347
C -0.5296 0.6679 0.2988
C 1.1250 -1.3547 0.8180
H -0.1171 -0.8125 -1.0035
H -1.1150 0.6981 1.3130
H -1.1099 -1.3337 0.4628
H 1.2379 -2.4060 0.4106
H -2.2533 0.6211 -1.0360
H -0.8169 1.8096 -1.6397
H 1.0756 -1.4135 1.9667
H -1.8899 2.2471 -0.3027

---

# 8
C4H2AgF5I2NS as an isolated structure at a distorted geometry, computed with ωB97M-V with the def2-TZVPD basis set.

Summary:
Total charge ... -1
DFT total energy ... -1848.34701 hartree

Cartesian coordinates (Å):
I 0.8294 1.9252 1.5279
I 2.0815 -0.0551 -1.3426
Ag -0.0910 -1.0056 0.7894
S 3.4563 -3.2336 3.2185
F -3.2174 0.5745 -1.9132
F -1.5928 -0.8061 -2.2798
F -3.0243 -1.3182 0.0053
F -2.6009 0.7173 0.7039
F -1.1844 1.2172 -1.5670
N 1.4977 -1.9362 1.7381
C 1.7467 1.8544 -0.4168
C -2.0331 -0.3414 -0.0038
C 2.3201 -2.4802 2.3675
C -2.0227 0.1588 -1.4434
H 2.7215 2.3068 -0.2995
H 1.1135 2.4222 -1.0845

---

# 9
A 2-piece molecular cluster, C6H12O overall at a distorted geometry, computed with ωB97M-V with the def2-TZVPD basis set.

Summary:
SMILES ... C/C=C(\C=O)CC.[H][H]
Energy above the lowest of the compared OMol25 structures with the same formula, charge and spin ... 317.1 kJ/mol
DFT total energy ... -310.93851 hartree

Cartesian coordinates (Å):
O -2.2324 -0.4465 -1.3557
C 2.2401 0.7689 -0.1601
C -0.2635 0.3819 -0.2629
C 0.8554 1.3760 -0.3909
C -1.4981 -1.2026 1.2273
C -0.4178 -0.2833 0.8979
C -1.1930 0.1922 -1.3808
H 0.2059 -0.0459 1.7574
H -1.3560 -1.8805 2.0792
H -2.0834 -1.6368 0.4169
H -0.9028 0.7227 -2.3124
H -0.0698 -2.3310 -0.2326
H 2.3027 0.2903 0.8250
H -1.9024 -0.1426 1.4962
H 3.0129 1.5423 -0.2065
H 0.6853 2.1813 0.3329
H 0.8151 1.8338 -1.3852
H 0.2808 -1.8010 -0.6197
H 2.4675 0.0042 -0.9114